Computed, not measured: 13 unconnected molecules or ions with the total composition C30H77FNO14P in a non-equilibrium geometry, with ωB97M-V/def2-TZVPD.

Geometry as XYZ:
```
124
Properties=species:S:1:pos:R:3:mulliken_charge:R:1
C -1.5153 -0.3948 2.6054 -0.98
C -2.8418 -1.0376 2.1859 -0.14
C -3.4137 -0.5214 0.8513 -1.03
N -3.0642 -1.3660 -0.3167 -0.05
C -1.9151 -1.1422 -1.0883 0.42
C -1.3392 -2.1313 -1.8452 1.15
C -1.8479 -3.5607 -1.8807 -1.30
C -3.2560 -3.7029 -2.5224 0.59
F -3.1679 -4.6467 -3.5560 -0.40
C -0.1329 -1.7860 -2.6592 -0.94
O 0.7480 -2.6226 -2.8728 -0.66
C -0.0767 -0.3884 -3.2320 -0.26
C 0.6371 -0.1771 -4.5486 -1.61
C 1.9533 0.6321 -4.4750 -0.68
C 3.1978 -0.0030 -3.8265 0.81
C 3.1740 0.0148 -2.2920 -1.24
C 3.5429 -1.4195 -4.3572 -1.50
C -0.7014 0.5884 -2.5150 2.11
P -0.8611 2.3234 -3.0397 0.88
C -2.1716 3.0201 -1.9548 -1.31
C -1.7018 2.2410 -4.6761 -1.47
C -1.2556 0.2134 -1.1681 -0.60
O -1.1176 0.9562 -0.2037 -0.57
H -1.5554 0.7011 2.5653 0.03
H -0.7125 -0.6802 1.9113 0.20
H -1.2161 -0.6948 3.6139 0.45
H -2.6962 -2.1204 2.1449 0.10
H -3.5929 -0.8027 2.9522 0.43
H -3.1661 0.5238 0.6675 0.49
H -4.5079 -0.5685 0.9331 0.42
H -3.0898 -2.3306 0.0047 0.33
H -1.8180 -4.0200 -0.8803 0.52
H -1.1567 -4.1530 -2.4923 0.27
H -3.5895 -2.7652 -2.9786 -0.44
H -4.0180 -4.0788 -1.8308 0.33
H -0.0454 0.3687 -5.2132 0.49
H 0.8173 -1.1453 -5.0272 0.37
H 1.7450 1.5873 -3.9715 0.05
H 2.2388 0.8767 -5.5076 0.41
H 4.0386 0.6438 -4.1174 0.57
H 2.3969 -0.6334 -1.8757 -0.02
H 4.1366 -0.3783 -1.9342 0.52
H 3.0810 1.0327 -1.8887 0.18
H 4.5728 -1.4261 -4.7407 0.37
H 3.5119 -2.1552 -3.5502 0.29
H 2.9025 -1.7499 -5.1772 0.33
H -2.6332 3.8593 -2.4879 0.50
H -1.7272 3.3412 -1.0119 0.28
H -2.9460 2.2785 -1.7183 0.36
H -1.0097 2.5591 -5.4635 0.31
H -2.1196 1.2591 -4.9160 0.39
H -2.5266 2.9642 -4.6559 0.49
C 2.5420 4.6513 -2.5533 -0.45
O 1.8345 3.9292 -1.5458 -0.38
H 3.2263 5.3362 -2.0658 0.08
H 3.1110 3.9646 -3.1877 0.28
H 1.8480 5.2264 -3.1726 0.26
H 1.2270 3.3294 -1.9993 -0.04
C -1.0313 2.9903 5.4745 -0.54
O -2.1504 2.3974 4.8268 -0.46
H -1.1222 2.7679 6.5351 0.22
H -0.0881 2.5765 5.1078 0.26
H -1.0177 4.0756 5.3449 0.27
H -2.0785 2.5853 3.8878 0.27
C 2.6867 6.3597 0.8471 -0.30
O 2.9131 5.0381 1.3202 -0.56
H 3.0506 7.0583 1.5978 0.32
H 3.2237 6.5296 -0.0888 -0.01
H 1.6192 6.5348 0.6903 0.22
H 2.5750 4.4423 0.6406 0.33
C -2.7221 -5.0744 3.9429 -0.49
O -3.1156 -3.7013 3.8713 -0.45
H -2.5604 -5.4154 2.9226 0.23
H -1.7998 -5.1870 4.5116 0.18
H -3.5058 -5.6846 4.3999 0.26
H -3.2577 -3.3917 4.7690 0.25
C 1.1039 -5.1029 -0.8038 -0.34
O 0.3830 -5.4844 0.3686 -0.49
H 1.0948 -4.0195 -0.8536 -0.04
H 2.1410 -5.4465 -0.7632 0.38
H 0.6300 -5.4952 -1.7065 0.25
H 0.3840 -6.4429 0.4211 0.27
C -1.8726 -5.3135 7.8278 -0.43
O -0.9626 -5.6123 6.7701 -0.47
H -2.6520 -4.6775 7.4129 0.14
H -2.3357 -6.2215 8.2218 0.30
H -1.3781 -4.7749 8.6374 0.22
H -0.2692 -6.1729 7.1261 0.27
C 5.9426 0.7104 0.4646 -0.18
O 6.8183 0.5025 -0.6371 -0.51
H 5.0725 1.2431 0.0870 0.03
H 5.6183 -0.2435 0.8891 0.34
H 6.4227 1.3139 1.2398 0.08
H 7.5933 0.0343 -0.3186 0.28
C -5.3704 -0.4363 -3.7431 -0.45
O -5.8181 -0.8860 -2.4708 -0.61
H -6.2502 -0.1549 -4.3176 0.36
H -4.7187 0.4393 -3.6494 0.08
H -4.8363 -1.2227 -4.2856 0.27
H -5.0354 -1.1332 -1.9454 0.28
C -7.5138 -4.4870 -2.9485 -0.66
O -6.2509 -3.8712 -3.1394 -0.40
H -7.4422 -5.4952 -3.3504 0.22
H -7.7777 -4.5501 -1.8888 0.28
H -8.3079 -3.9541 -3.4791 0.25
H -6.2943 -2.9773 -2.7844 0.34
C -0.3866 -1.7305 10.1607 -0.54
O -1.5115 -2.3152 9.5135 -0.48
H -0.4808 -1.9479 11.2217 0.22
H 0.5530 -2.1550 9.7971 0.26
H -0.3637 -0.6462 10.0260 0.25
H -1.4395 -2.1260 8.5743 0.29
C 4.4642 8.1236 -3.6847 -0.64
O 4.1185 7.5972 -2.4080 -0.43
H 3.5727 8.0666 -4.3044 0.21
H 4.7779 9.1682 -3.6172 0.28
H 5.2589 7.5412 -4.1580 0.28
H 4.8982 7.6416 -1.8487 0.26
C 7.6632 4.0246 2.3575 -0.52
O 7.4436 3.9693 0.9544 -0.46
H 8.7357 4.1182 2.5112 0.22
H 7.1680 4.8867 2.8124 0.25
H 7.3160 3.1155 2.8584 0.23
H 6.4989 3.8792 0.8095 0.27
```

As for the total energy: -2738.3394 a.u. The calculation puts the LUMO energy at -0.9437 eV.


Computed, not measured: a molecular structure, C30H78Br2Cl4N6O10V in a non-equilibrium geometry, with ωB97M-V/def2-TZVPD.

Geometry as XYZ:
```
131
Properties=species:S:1:pos:R:3:lowdin_spin:R:1
O 1.3951 1.7296 -1.1578 0.01
V 0.8190 0.3288 -1.7948 -0.01
O -0.1363 0.6245 -2.9683 0.00
O -0.3931 0.0713 0.2281 0.13
C 0.2520 -1.0692 0.7601 0.01
C 0.8199 -2.1945 -0.1780 0.00
O 1.4995 -1.8241 -1.3715 0.00
H -0.4103 -1.7463 1.2996 0.00
H 0.9987 -0.7865 1.5022 0.01
H -0.0598 -2.7678 -0.4705 0.00
H 1.2776 -2.9557 0.4538 0.00
Br 4.0451 0.6580 1.0488 0.00
C 5.1543 -1.0020 1.0385 0.00
C 4.8165 -1.9716 -0.0640 0.00
Br 6.1973 -3.4093 0.0768 0.00
H 5.2060 -1.4311 2.0391 0.00
H 6.1156 -0.5071 0.9002 0.00
H 4.8290 -1.4937 -1.0435 0.00
H 3.8314 -2.3611 0.1927 0.00
C -3.0358 8.0436 -0.6141 0.00
C -2.9418 6.5783 -0.3086 0.00
C -1.8026 5.8281 -1.0090 0.00
O -1.8929 4.3923 -0.7017 0.01
C -0.9398 3.6637 -1.4220 0.00
N -2.8501 6.5484 1.1473 0.00
H -3.8180 8.6918 -0.2189 0.00
H -3.1803 8.2146 -1.6808 0.00
H -2.0818 8.5385 -0.4321 0.00
H -3.9290 6.1305 -0.4233 0.00
H -0.8371 6.1911 -0.6566 0.00
H -1.8601 6.0129 -2.0817 0.00
H -1.0820 3.7959 -2.4945 0.00
H -1.0302 2.6076 -1.1677 0.00
H 0.0858 3.9703 -1.2167 0.00
H -2.1045 7.1760 1.4127 0.00
H -3.6921 6.9727 1.5093 0.00
C -4.0259 -0.4118 -0.8873 0.03
C -3.8617 1.0694 -0.4727 0.03
C -5.2735 1.7495 -0.1952 0.01
O -5.0222 3.1351 -0.1462 0.00
C -6.2477 3.8719 0.1562 0.00
N -3.1680 1.1021 0.7806 0.30
H -4.6492 -1.0189 -0.2308 0.00
H -3.0162 -0.8211 -0.8518 0.00
H -4.3682 -0.5168 -1.9168 0.00
H -3.3957 1.6995 -1.2303 0.00
H -5.7074 1.4096 0.7452 0.00
H -6.0011 1.5888 -0.9907 0.00
H -6.0102 4.9034 0.4167 0.00
H -6.7685 3.4911 1.0347 0.00
H -7.0124 3.8069 -0.6178 0.00
H -2.2439 0.7116 0.6640 0.00
H -3.4809 0.3818 1.4158 0.01
C 0.4565 -1.5726 4.7280 0.00
C -0.9369 -1.5497 4.3405 0.00
C -1.8097 -2.4474 5.2808 0.00
O -3.2039 -2.2962 4.8950 0.00
C -3.8861 -3.4476 5.1804 0.00
N -1.4127 -0.2240 4.4985 0.00
H 0.6908 -1.1596 5.7092 0.00
H 0.9878 -0.9401 4.0170 0.00
H 0.8264 -2.5935 4.8236 0.00
H -0.9677 -1.9785 3.3389 0.00
H -1.8077 -2.0337 6.2892 0.00
H -1.3988 -3.4561 5.3228 0.00
H -3.7763 -4.1140 4.3249 0.00
H -4.9410 -3.1747 5.1519 0.00
H -3.7127 -3.8371 6.1836 0.00
H -1.0039 0.0896 5.3672 0.00
H -0.7705 0.2361 3.8691 0.00
C 2.9742 1.0271 -5.2276 0.00
C 3.1645 -0.2399 -4.4048 0.00
C 4.5904 -0.7902 -4.4550 0.00
O 4.6542 -1.9657 -3.6918 0.00
C 5.8149 -2.7102 -3.9415 0.00
N 2.8784 0.1270 -3.0299 0.00
H 3.1738 0.7270 -6.2562 0.00
H 3.5586 1.9382 -5.0991 0.00
H 1.9131 1.2757 -5.2483 0.00
H 2.4117 -0.9311 -4.7839 0.00
H 5.3279 -0.0728 -4.0951 0.00
H 4.8015 -0.9988 -5.5038 0.00
H 6.6353 -1.9945 -3.8882 0.00
H 5.8286 -3.0815 -4.9662 0.00
H 5.8988 -3.4094 -3.1095 0.00
H 3.0357 -0.7238 -2.5090 0.00
H 3.7520 0.5903 -2.8243 0.00
C 3.0380 -5.6449 -4.4211 0.00
C 2.3326 -4.9166 -3.3134 0.00
C 3.0253 -5.0887 -1.9715 0.00
O 2.9714 -6.4685 -1.5111 0.00
C 3.4108 -6.4755 -0.1455 0.00
N 2.2394 -3.5307 -3.7132 0.00
H 2.9010 -6.7097 -4.6094 0.00
H 4.1203 -5.5175 -4.3973 0.00
H 2.7319 -5.3010 -5.4091 0.00
H 1.3243 -5.3065 -3.1736 0.00
H 2.4069 -4.5285 -1.2703 0.00
H 4.0102 -4.6235 -1.9299 0.00
H 4.4501 -6.1591 -0.0563 0.00
H 3.3080 -7.5031 0.2032 0.00
H 2.8337 -5.8858 0.5668 0.00
H 2.1220 -2.9632 -2.8861 0.00
H 3.1787 -3.2135 -3.9057 0.00
C 1.3426 2.3330 2.9756 0.03
C -0.0263 2.9239 2.9532 0.04
C -0.0849 4.3948 3.4795 0.00
O -1.4433 4.8510 3.5343 0.00
C -1.5560 6.1593 3.9888 0.00
N -0.4785 2.8073 1.6396 0.37
H 2.1295 2.8788 2.4550 0.00
H 1.3210 1.3410 2.5245 0.00
H 1.7066 2.1656 3.9894 0.01
H -0.7315 2.3127 3.5164 0.00
H 0.5566 5.0292 2.8678 0.00
H 0.2874 4.4718 4.5011 0.00
H -2.5519 6.5374 3.7576 0.00
H -0.9750 6.8536 3.3818 0.00
H -1.3312 6.3012 5.0459 0.00
H 0.2037 3.3409 1.1200 0.01
H -0.3207 1.8987 1.2275 0.00
C -1.2634 -3.5560 -3.2569 0.00
Cl -1.6082 -5.1893 -3.9158 0.00
Cl -2.2914 -2.2821 -4.0065 0.00
H -1.3789 -3.6044 -2.1741 0.00
H -0.2015 -3.3337 -3.3628 0.00
C -2.7871 -4.0223 1.4825 0.00
Cl -4.5583 -4.1032 1.3316 0.00
Cl -2.1173 -5.0993 2.6702 0.00
H -2.4404 -4.2751 0.4805 0.00
H -2.5662 -2.9672 1.6440 0.00
```

As for the total energy: -10203.2272 a.u. The calculation puts the LUMO energy (spin up / spin down) at 0.0980 / -4.1219 eV. The multiplicity is 2.


Computed, not measured: a molecular structure, C30H79BF4N10O12Rb in a non-equilibrium geometry, with ωB97M-V/def2-TZVPD.

Geometry as XYZ:
```
137
Properties=species:S:1:pos:R:3:mulliken_charge:R:1
Rb 2.6471 -3.7460 2.7381 0.95
C 0.8971 -0.5472 0.4154 -0.59
C 1.5966 -1.5171 -0.5229 2.07
C 2.7025 -0.8561 -1.3400 -2.45
O 1.9878 -2.6959 0.0927 -0.51
H 0.7554 0.4452 -0.0249 0.09
H 1.4356 -0.4125 1.3596 0.33
H -0.0878 -0.9246 0.7026 -0.38
H 0.8643 -1.8006 -1.3212 -0.98
H 2.4435 0.0082 -1.9648 0.52
H 3.0789 -1.5504 -2.1071 0.60
H 3.5791 -0.5461 -0.7553 0.50
B 0.5169 -2.3169 4.8932 0.26
F 0.8218 -1.9887 3.5499 -0.11
F 0.5032 -1.2232 5.7689 -0.37
F -0.7107 -2.9763 4.9592 -0.40
F 1.5517 -3.1855 5.3542 -0.47
C 11.6432 -1.0175 -2.1268 -0.69
O 11.0078 0.0920 -1.5222 -0.36
C 9.7121 -0.2018 -1.0396 -0.64
C 8.6377 0.1463 -2.0317 -0.31
N 7.3183 0.0056 -1.4171 -0.41
C 6.2367 -0.1608 -2.3910 0.39
C 5.8067 1.1440 -3.0065 -0.58
O 6.7571 1.7330 -3.8691 -0.38
C 6.7463 1.1973 -5.1648 -0.69
H 11.0917 -1.4246 -2.9792 0.28
H 11.7820 -1.7926 -1.3614 0.29
H 12.6308 -0.7133 -2.4682 0.26
H 9.6150 0.3481 -0.0958 0.35
H 9.6549 -1.2491 -0.7020 0.38
H 8.7235 -0.5560 -2.8829 0.19
H 8.7855 1.1395 -2.4481 0.27
H 7.3256 -0.7875 -0.7891 0.21
H 5.3911 -0.6280 -1.8847 -0.29
H 6.5327 -0.9426 -3.1120 0.22
H 5.5891 1.8548 -2.2066 0.33
H 4.8443 1.0277 -3.5308 0.40
H 5.9176 1.6099 -5.7592 0.29
H 6.7074 0.1056 -5.1688 0.31
H 7.6487 1.5396 -5.6744 0.26
C -9.0962 1.5664 -4.7812 -0.76
O -8.2825 0.4229 -4.6182 -0.29
C -7.3285 0.2849 -5.6226 -0.41
C -6.6863 -1.0867 -5.5409 -0.92
N -5.9187 -1.3800 -4.3543 -0.25
C -4.7953 -0.4900 -4.1344 -0.55
C -3.8648 -1.0541 -3.0665 -0.46
O -2.9390 -0.0749 -2.7196 -0.39
C -1.8374 -0.6017 -2.0082 -0.46
H -8.4740 2.4658 -4.7146 0.31
H -9.7989 1.5698 -3.9504 0.24
H -9.6546 1.5312 -5.7213 0.30
H -6.5742 1.1002 -5.6117 0.34
H -7.7392 0.4580 -6.6358 0.45
H -6.1990 -1.4123 -6.4571 0.39
H -7.5798 -1.7285 -5.4451 0.38
H -6.4752 -1.4404 -3.5142 0.31
H -5.0591 0.5323 -3.8253 0.27
H -4.2069 -0.3986 -5.0517 0.28
H -3.3975 -1.9563 -3.4910 0.25
H -4.4551 -1.4119 -2.2067 0.24
H -1.2799 -1.3420 -2.5944 0.48
H -2.2041 -1.1095 -1.1032 0.10
H -1.1787 0.1996 -1.6882 0.12
C -6.1888 -1.2302 6.5742 -0.84
O -5.1835 -0.8740 5.6676 -0.18
C -4.0505 -0.3491 6.3154 -0.73
C -3.1337 0.3259 5.3029 -0.48
N -2.5832 -0.6422 4.3777 -0.03
C -1.6330 -0.0150 3.4527 0.47
C -2.2926 1.0038 2.5445 0.52
O -3.3379 0.4100 1.8332 -0.16
C -3.6800 1.0213 0.6173 -0.40
H -6.5480 -0.3579 7.1394 0.32
H -5.8548 -2.0152 7.2626 0.31
H -7.0330 -1.6019 5.9919 0.21
H -3.4762 -1.1416 6.8132 0.36
H -4.3557 0.4070 7.0530 0.42
H -2.3256 0.7789 5.9219 0.29
H -3.6536 1.1497 4.8168 0.32
H -1.9960 -1.2678 4.9226 0.16
H -1.1230 -0.6992 2.7703 -1.39
H -0.8200 0.4374 4.0486 0.51
H -1.5111 1.4210 1.8847 -0.21
H -2.6761 1.8938 3.0786 0.16
H -4.5125 1.7168 0.7865 0.21
H -3.9608 0.2594 -0.1093 0.07
H -2.8255 1.5684 0.2046 0.01
C 1.7449 3.5846 -0.7344 -0.71
O 0.6119 3.5870 0.1004 -0.17
C -0.1032 4.8209 0.1010 -0.73
C -1.5132 4.5370 0.6396 0.00
N -1.6689 5.0087 2.0046 -0.28
C -2.9870 5.5409 2.2767 -0.68
C -3.1831 6.0260 3.7177 -0.58
O -2.4406 7.2038 4.0214 -0.40
C -1.0900 6.9744 4.3762 -0.50
H 2.5036 4.2781 -0.3482 0.30
H 1.4946 3.8825 -1.7616 0.37
H 2.1449 2.5729 -0.7543 0.07
H -0.1362 5.1753 -0.9383 0.36
H 0.3961 5.5534 0.7413 0.34
H -1.6399 3.4568 0.5362 -0.30
H -2.2257 4.9880 -0.0512 0.50
H -1.4020 4.2731 2.6481 0.32
H -3.8417 4.9020 2.0033 0.34
H -3.1030 6.4636 1.6916 0.43
H -2.8571 5.2455 4.4180 0.32
H -4.2176 6.3538 3.7982 0.37
H -0.6925 7.9518 4.6580 0.26
H -0.4658 6.5911 3.5698 0.17
H -1.0562 6.3118 5.2494 0.25
C 0.0450 -5.6687 -0.9870 0.24
O -0.6194 -6.6910 -1.0096 -0.69
N 0.1106 -4.7766 -2.0374 -0.26
N 0.7840 -5.2676 0.0913 0.02
H 0.2951 -3.7984 -1.8717 0.18
H -0.3791 -4.9856 -2.8880 0.24
H 1.3362 -4.4030 0.0272 -0.07
H 0.8432 -5.9314 0.8415 0.12
C -2.3128 -3.1791 1.3932 0.41
O -3.1728 -2.5566 1.9771 -0.54
N -0.9997 -3.3123 1.7642 0.05
N -2.6549 -3.8881 0.2365 -0.37
H -0.5550 -2.7183 2.4451 0.01
H -0.4442 -3.7663 1.0604 0.33
H -1.9671 -4.1563 -0.4444 0.12
H -3.5693 -3.7035 -0.1313 0.21
C 5.2977 -4.0014 -0.0647 0.36
O 6.4010 -4.4929 0.1530 -0.71
N 4.9840 -2.6819 0.1585 -0.09
N 4.1536 -4.6710 -0.4208 -0.19
H 4.0280 -2.3554 0.0281 -0.05
H 5.6892 -2.0365 0.4600 0.16
H 4.1982 -5.6215 -0.7364 0.18
H 3.3267 -4.0988 -0.5890 0.25
```

As for the total energy: -3089.5585 a.u. The calculation puts the LUMO energy at 1.6832 eV. The charge is -1.